# 1
ORCA calculation (ωB97M-V/def2-TZVPD) on 3 unconnected molecules or ions with the total composition C3H7N2S in a non-equilibrium geometry.

Output
* LUMO energy: -4.42 eV
* energy above the lowest of the compared OMol25 structures with the same formula, charge and spin: 3.520 eV
* orbital gap: 10.29 eV
* E_HOMO: -14.7 eV
* charge: +1

```
13
Properties=species:S:1:pos:R:3:forces:R:3:lowdin_charge:R:1
S -0.67757 -0.45047 -0.46083 0.7 0.2 0.0 1.132
N -2.36763 1.11085 0.16987 0.4 -0.2 2.2 -0.062
N 0.56451 -1.55331 -0.66781 0.7 -0.9 -0.1 -0.273
H -1.99219 2.06112 0.20563 -0.9 -0.1 -0.2 0.060
H 0.45148 -2.51379 -0.84226 -0.8 -1.3 -0.6 0.111
C 1.80442 0.08029 0.20056 -0.9 2.4 0.6 -0.133
H -3.24868 1.02042 -0.27233 -0.8 0.6 -1.6 0.043
H 2.75912 0.40459 0.62139 -0.8 0.8 -0.2 0.123
C 0.50808 0.65323 0.09784 0.0 -1.0 0.3 -0.252
H 0.00528 1.58187 0.32934 1.1 0.3 0.3 0.062
H -2.71439 0.87814 1.12112 1.0 0.3 -0.3 0.084
C 1.74476 -1.18036 -0.26805 4.6 -3.3 0.0 -0.207
H 3.16281 -2.09257 -0.23448 -4.4 2.4 -0.2 0.312
```
Forces are in eV/Å.

# 2
ORCA calculation (ωB97M-V/def2-TZVPD) on a gas-phase ion, C3H7N2S (charge +1) in a non-equilibrium geometry.

Output
* LUMO energy: -3.76 eV
* energy above the lowest of the compared OMol25 structures with the same formula, charge and spin: 0.754 eV
* structure (SMILES): [NH2+]=C1CCSN1
* orbital gap: 9.46 eV
* E_HOMO: -13.2 eV
* charge: +1

```
13
Properties=species:S:1:pos:R:3:forces:R:3:lowdin_charge:R:1
S 1.11325 -0.55593 1.81172 0.4 0.3 -0.6 0.963
C 1.70168 -0.37722 0.06619 -1.1 0.1 1.0 -0.332
H 0.57335 0.36666 -1.63141 -0.2 0.2 -0.1 0.141
C -0.71680 0.06445 0.00633 -3.4 0.0 2.1 -0.381
N -0.51208 -0.32615 1.25512 -1.4 -1.4 0.7 -0.220
H -1.19749 -0.73117 1.94359 0.5 0.8 -1.4 0.159
H 2.71318 -0.00947 0.10568 0.0 1.1 -0.1 0.078
H 0.58498 1.52623 -0.34920 0.6 2.4 0.6 0.119
H 1.87640 -1.38570 -0.32528 -0.9 0.2 -0.4 0.086
H -1.84630 0.64222 -1.54997 -0.7 -0.5 1.3 0.150
C 0.51871 0.51859 -0.55380 3.2 -3.1 -2.3 -0.125
H -2.86648 -0.04518 -0.21512 1.6 0.6 -0.5 0.164
N -1.94240 0.31265 -0.56385 1.5 -0.6 -0.3 0.198
```
Forces are in eV/Å.